{
  "formula": "C24H41KNO6P3S4",
  "method": "ωB97M-V/def2-TZVPD",
  "elements": ["K", "O", "S", "O", "O", "O", "C", "P", "C", "C", "C", "P", "C", "C", "H", "H", "H", "H", "H", "H", "H", "H", "H", "H", "H", "H", "H", "H", "H", "H", "N", "S", "C", "C", "C", "C", "C", "C", "C", "C", "C", "C", "C", "C", "H", "H", "H", "H", "H", "H", "H", "H", "H", "H", "H", "C", "C", "C", "O", "P", "S", "S", "O", "C", "C", "C", "H", "H", "H", "H", "H", "H", "H", "H", "H", "H", "H", "H", "H", "H"],
  "positions_angstrom": [[1.661759, -0.991279, -0.727611], [0.993824, -1.465923, -3.166843], [-0.471101, -1.219802, -3.038921], [-0.968500, -0.429328, -4.171844], [-1.188893, -2.509405, -2.915981], [-0.666717, -0.440502, -1.754847], [0.567022, 2.344401, -3.512306], [1.218819, 2.224273, -1.810923], [2.023463, 3.886314, -1.663712], [-0.333288, 2.575410, -0.868800], [-0.129377, 2.831456, 0.627700], [0.689715, 1.442869, 1.539762], [-0.689884, 0.229521, 1.528938], [0.537331, 2.099987, 3.247518], [-0.008816, 3.265009, -3.653842], [-0.056559, 1.468099, -3.720069], [1.401979, 2.331467, -4.216128], [1.327678, 4.697944, -1.900932], [2.868462, 3.938212, -2.353164], [2.409814, 4.034114, -0.653735], [-0.964921, 1.699896, -1.039137], [-0.826038, 3.440714, -1.328812], [-1.095988, 3.029014, 1.106920], [0.486946, 3.723701, 0.783768], [-1.597230, 0.651877, 1.970963], [-0.396802, -0.648943, 2.105142], [-0.901043, -0.090349, 0.503663], [-0.495917, 2.379086, 3.473533], [1.172202, 2.981431, 3.358916], [0.870035, 1.366766, 3.984229], [0.852164, -3.082234, 1.036632], [-0.384210, -3.795678, 0.369538], [-0.737972, -5.325179, 1.271921], [-1.822882, -6.110101, 0.899582], [-2.075696, -7.287980, 1.581554], [-1.249431, -7.680552, 2.630534], [-0.163887, -6.896144, 2.986553], [0.099702, -5.716813, 2.298177], [-1.898786, -2.945946, 0.815087], [-2.596743, -2.314588, -0.201107], [-3.726154, -1.574959, 0.144389], [-4.127339, -1.475987, 1.466282], [-3.407765, -2.114358, 2.474744], [-2.287236, -2.855239, 2.149091], [0.676912, -2.880111, 2.022927], [-2.468914, -5.788263, 0.091002], [-2.923159, -7.900713, 1.299837], [-1.457033, -8.596729, 3.169261], [0.478940, -7.192366, 3.805925], [0.947594, -5.094613, 2.552966], [-2.238378, -2.374048, -1.230947], [-4.271623, -1.058066, -0.634857], [-5.000195, -0.887292, 1.724386], [-3.712108, -2.023135, 3.510348], [-1.716332, -3.354392, 2.924028], [2.493231, -1.111319, 3.887618], [3.000393, -2.262862, 4.740068], [2.417380, -3.596771, 4.305009], [2.819526, -2.106513, 6.154160], [1.588126, -1.430942, 6.952396], [1.466395, -2.304650, 8.712065], [1.639033, 0.541678, 6.872676], [0.373356, -1.964611, 5.990352], [-0.967737, -1.621291, 6.359749], [-1.527176, -0.668649, 5.321252], [-1.752213, -2.914158, 6.474550], [2.784963, -1.292822, 2.849204], [2.911525, -0.162708, 4.220156], [1.406678, -1.035170, 3.933656], [4.088761, -2.309173, 4.631356], [1.332709, -3.582086, 4.415803], [2.814581, -4.399339, 4.928357], [2.669952, -3.790785, 3.259507], [-0.949826, -1.128281, 7.336053], [-1.519100, -1.132991, 4.332296], [-0.917402, 0.234481, 5.292441], [-2.557464, -0.392979, 5.562758], [-1.743913, -3.446157, 5.518915], [-2.789881, -2.712944, 6.752281], [-1.295077, -3.550464, 7.232192]],
  "atomic_forces_ev_per_a": [[-0.04, 0.02, -0.09], [0.15, -0.03, 0.02], [-0.09, -0.10, 0.04], [-0.04, 0.06, -0.03], [-0.05, 0.05, 0.04], [0.01, -0.03, 0.07], [0.02, 0.00, 0.00], [-0.01, -0.02, 0.10], [-0.02, 0.01, -0.01], [0.05, 0.00, 0.01], [0.02, -0.01, -0.02], [-0.08, -0.04, -0.04], [0.06, 0.08, 0.01], [0.01, 0.04, 0.00], [0.00, 0.00, 0.00], [-0.01, 0.00, -0.02], [0.00, 0.00, 0.00], [0.00, 0.00, 0.00], [0.00, 0.00, 0.00], [0.00, 0.00, 0.00], [0.00, 0.00, -0.02], [0.00, 0.00, 0.00], [0.01, 0.00, 0.01], [0.00, 0.00, 0.01], [0.00, 0.01, -0.01], [-0.01, -0.01, 0.02], [0.01, 0.01, 0.00], [-0.01, 0.00, 0.00], [0.00, 0.00, 0.00], [0.00, -0.01, 0.01], [0.17, 0.06, 0.06], [-0.06, -0.06, -0.04], [0.00, 0.02, -0.04], [-0.01, 0.02, -0.01], [0.00, -0.01, 0.00], [0.00, 0.02, 0.00], [-0.01, -0.01, 0.00], [0.01, -0.01, 0.02], [-0.07, -0.07, 0.04], [0.01, -0.01, -0.01], [0.01, 0.00, -0.01], [-0.01, 0.01, 0.00], [-0.02, -0.02, 0.00], [-0.04, 0.02, -0.07], [0.00, 0.01, -0.01], [0.00, 0.00, 0.00], [0.00, 0.00, 0.00], [0.00, 0.00, 0.00], [0.00, 0.00, 0.00], [0.01, -0.01, 0.00], [0.01, 0.02, -0.02], [0.00, 0.00, 0.00], [0.00, 0.00, 0.00], [0.00, 0.00, -0.02], [0.02, -0.01, 0.03], [0.03, 0.00, -0.02], [0.00, 0.02, -0.01], [0.01, -0.02, 0.00], [-0.03, 0.01, 0.05], [0.00, 0.01, -0.02], [0.03, 0.00, 0.00], [0.02, 0.02, 0.01], [-0.02, -0.03, 0.00], [-0.03, 0.00, 0.01], [0.03, 0.02, -0.01], [0.01, -0.02, -0.01], [0.00, 0.01, 0.01], [-0.01, 0.00, -0.01], [-0.02, -0.01, 0.01], [-0.01, 0.00, -0.01], [-0.01, 0.01, 0.01], [0.00, -0.01, -0.01], [0.01, 0.00, 0.00], [0.01, 0.01, 0.00], [0.02, 0.01, 0.01], [-0.01, 0.00, -0.01], [-0.01, -0.01, 0.01], [-0.01, 0.00, -0.01], [-0.01, 0.00, 0.00], [0.00, 0.00, 0.00]],
  "homo_lumo_gap_ev": 6.40,
  "largest_force_ev_per_a": 0.187,
  "relative_energy_kcal_mol": 0.0,
  "total_charge": -2
}